# C12H6N2O5SSc

A structure of composition C12H6N2O5SSc at a distorted geometry (the ωB97M-V functional and the def2-TZVPD basis, OMol25).

The value obtained for the calculated total energy is -2104.404838 a.u. Its HOMO-LUMO gap is 4.2624 eV. The total charge is +3. The calculation puts the largest force on an atom at 0.13762 Eh/bohr. The value obtained for the relative energy (zero: lowest compared OMol25 entry of this formula, charge and spin) is 0.0 kcal per mole.

Element x y z (Å)
O  -0.05  -0.47  -5.75
C  -0.05  -0.48  -4.62
Sc  -0.05  -0.48  -1.51
O  2.06  -3.07  -2.28
C  1.32  -2.19  -2.12
C  -1.45  1.21  -2.08
O  -2.17  2.11  -2.20
C  -1.80  -1.81  -2.12
O  -2.72  -2.49  -2.28
C  1.71  0.83  -2.08
O  2.62  1.53  -2.20
N  -0.36  -3.00  0.61
C  -0.21  -1.78  1.20
N  -0.07  -0.63  0.52
C  0.06  0.52  1.31
C  0.22  1.82  0.83
C  0.34  2.83  1.79
C  0.29  2.52  3.16
C  0.14  1.20  3.60
C  0.02  0.19  2.66
S  -0.19  -1.57  2.90
H  -0.45  -3.75  1.28
H  -0.37  -3.15  -0.41
H  0.25  2.04  -0.25
H  0.46  3.86  1.49
H  0.38  3.30  3.91
H  0.10  0.91  4.64

=====

# C12H7CdCl3N4O4S3Sb

A structure of composition C12H7CdCl3N4O4S3Sb (the ωB97M-V functional and the def2-TZVPD basis, OMol25).

The value obtained for the calculated total energy is -3964.828340 a.u. As for the expectation value of S²: 0.758. Its HOMO-LUMO gap (spin up / spin down) is 7.1450 / 6.5662 eV. The total charge is -2. The calculation puts the largest force on an atom at 0.01799 Eh/bohr. The value obtained for the relative energy (zero: lowest compared OMol25 entry of this formula, charge and spin) is 0.0 kcal per mole. Its multiplicity is 2.

Element x y z (Å)
Cd  0.08  -0.91  -1.24
O  0.78  -4.00  1.45
C  0.36  -3.09  0.75
O  0.59  -2.87  -0.48
C  -0.62  -2.10  1.43
C  -1.06  -2.36  2.72
C  -1.99  -1.50  3.30
C  -2.46  -0.43  2.55
C  -1.97  -0.24  1.27
N  -1.06  -1.05  0.74
C  -2.46  0.95  0.46
O  -2.83  1.94  1.07
O  -2.40  0.86  -0.83
H  -0.66  -3.22  3.23
H  -2.34  -1.66  4.31
H  -3.19  0.26  2.93
S  -4.75  0.27  -3.40
Sb  -3.24  -0.77  -2.08
S  -1.24  -1.18  -3.26
S  -4.10  -2.23  -0.57
Cl  5.91  -1.50  -0.10
C  5.07  -0.39  -1.11
Cl  5.06  1.77  0.26
Cl  5.95  0.12  -2.51
C  3.69  -0.56  -1.25
N  2.54  -0.56  -1.28
N  1.17  3.29  -0.31
C  0.47  3.53  -1.46
C  0.03  2.32  -1.89
N  0.45  1.35  -1.01
C  1.14  1.96  -0.08
H  1.67  3.96  0.25
H  0.35  4.52  -1.86
H  -0.57  2.07  -2.75
H  1.64  1.48  0.75

=====

# C12H7F3N3O6S2

A structure of composition C12H7F3N3O6S2 at a distorted geometry (the ωB97M-V functional and the def2-TZVPD basis, OMol25).

The value obtained for the calculated total energy is -2173.176879 a.u. Its HOMO-LUMO gap is 6.2774 eV. The total charge is -1. The calculation puts the largest force on an atom at 0.06807 Eh/bohr. The value obtained for the relative energy (zero: lowest compared OMol25 entry of this formula, charge and spin) is 88.4 kcal per mole.

Element x y z (Å)
F  -1.52  5.51  -2.65
C  -2.26  4.63  -1.93
F  -2.72  5.26  -0.82
F  -3.31  4.26  -2.69
S  -1.14  3.25  -1.47
N  -2.76  2.60  -0.73
C  -2.37  2.48  0.66
O  -2.94  2.98  1.60
C  -1.13  1.67  0.57
C  -1.08  0.90  -0.67
C  -0.17  -0.11  -0.79
C  0.24  -0.64  0.53
C  0.58  0.38  1.55
C  -0.14  1.53  1.55
S  -2.71  1.01  -1.41
O  -3.70  0.26  -0.70
O  -2.69  1.08  -2.84
H  0.13  -0.54  -1.74
H  0.95  -1.48  0.45
H  1.28  0.13  2.34
H  -0.01  2.38  2.22
C  -1.18  -1.15  1.04
C  -1.67  -2.35  0.24
O  -2.49  -2.35  -0.67
N  -1.03  -3.55  0.56
C  -0.29  -3.81  1.72
O  0.39  -4.81  1.92
N  -0.46  -2.81  2.69
C  -1.15  -1.62  2.49
O  -1.61  -1.00  3.43
H  -1.98  -0.41  0.99
H  -1.04  -4.30  -0.11
H  -0.08  -2.99  3.61

=====

# C12H8BiN2O4Se

A structure of composition C12H8BiN2O4Se at a distorted geometry (the ωB97M-V functional and the def2-TZVPD basis, OMol25).

The value obtained for the calculated total energy is -3486.733747 a.u. Its HOMO-LUMO gap (spin up / spin down) is 4.1264 / 4.1168 eV. The total charge is +3. The calculation puts the largest force on an atom at 0.19078 Eh/bohr. The value obtained for the relative energy (zero: lowest compared OMol25 entry of this formula, charge and spin) is 0.0 kcal per mole.

Element x y z (Å)
Bi  0.00  0.00  0.04
O  -0.52  2.94  0.00
C  -0.33  1.86  0.00
C  1.77  -0.64  0.00
O  2.80  -1.02  0.00
C  -1.44  -1.21  0.00
O  -2.28  -1.92  0.00
C  0.00  0.00  -1.89
O  0.00  0.00  -2.98
C  2.17  0.46  4.41
N  0.79  0.14  4.81
C  -0.24  -0.07  3.98
Se  -0.14  -0.02  2.35
N  -1.41  -0.30  4.59
C  -1.12  -0.25  5.91
C  -1.97  -0.42  6.95
C  -1.41  -0.32  8.22
C  -0.03  -0.07  8.39
C  0.82  0.10  7.29
C  0.24  0.00  6.06
H  2.56  -0.33  3.73
H  2.83  0.56  5.28
H  2.16  1.42  3.85
H  -2.33  -0.47  4.14
H  -3.02  -0.62  6.78
H  -2.05  -0.44  9.09
H  0.39  0.00  9.39
H  1.87  0.30  7.39

=====

# C12H8Cl2N5O4S

The ion C12H8Cl2N5O4S with charge -1 at a distorted geometry (the ωB97M-V functional and the def2-TZVPD basis, OMol25).

The value obtained for the calculated total energy is -2355.240930 a.u. Its HOMO-LUMO gap is 6.4763 eV. The total charge is -1. The calculation puts the largest force on an atom at 0.10184 Eh/bohr. The value obtained for the relative energy (zero: lowest compared OMol25 entry of this formula, charge and spin) is 0.0 kcal per mole.

Element x y z (Å)
Cl  -6.73  0.76  1.05
C  -5.06  0.68  0.65
C  -4.40  -0.55  0.62
C  -3.07  -0.62  0.20
C  -2.36  0.49  -0.21
S  -0.67  0.10  -0.74
C  0.24  0.15  0.81
Cl  -0.38  1.42  1.88
O  -0.65  -1.24  -1.25
O  -0.26  1.21  -1.55
C  -2.94  1.74  0.04
C  -4.29  1.83  0.45
H  -4.93  -1.45  0.92
H  -2.60  -1.59  0.19
H  -0.08  -0.78  1.26
H  -2.40  2.66  -0.05
H  -4.78  2.79  0.64
O  0.98  -2.10  1.74
N  1.91  -2.40  0.92
C  2.44  -1.42  0.05
C  1.93  -0.06  0.27
N  2.79  0.88  -0.39
N  2.80  2.22  -0.18
N  3.78  2.69  -0.95
N  4.49  1.70  -1.53
C  3.83  0.54  -1.25
C  4.10  -0.79  -1.60
C  3.46  -1.78  -0.89
O  2.37  -3.56  0.90
H  1.92  0.21  1.37
H  4.87  -0.87  -2.36
H  3.70  -2.84  -1.02

=====

# C12H8Cl5F6HoN3O4S3

A structure of composition C12H8Cl5F6HoN3O4S3 at a distorted geometry (the ωB97M-V functional and the def2-TZVPD basis, OMol25).

The value obtained for the calculated total energy is -5969.758657 a.u. As for the expectation value of S²: 6.005. Its HOMO-LUMO gap (spin up / spin down) is 3.4290 / 3.3789 eV. The total charge is +1. The calculation puts the largest force on an atom at 0.11840 Eh/bohr. Its multiplicity is 5.

Element x y z (Å)
Ho  15.82  6.35  6.20
Cl  18.25  8.91  4.41
C  18.72  8.01  5.72
C  17.75  7.55  6.61
C  18.10  7.12  7.87
Cl  16.74  6.78  8.97
C  19.44  7.03  8.19
Cl  19.93  6.58  9.79
C  20.47  7.16  7.20
Cl  21.94  6.31  7.32
C  20.06  7.71  6.00
Cl  21.13  7.82  4.64
F  12.89  9.13  7.35
C  13.49  8.56  6.27
F  13.25  9.15  5.11
F  14.89  8.64  6.47
S  13.05  6.64  5.96
O  14.03  6.34  4.86
O  13.70  6.10  7.24
N  11.59  6.29  5.76
S  17.29  3.97  5.72
O  17.12  5.11  4.72
O  16.27  4.27  6.89
C  8.69  5.64  8.78
F  9.38  5.70  9.96
F  8.26  4.31  8.57
F  7.64  6.46  8.80
C  8.99  8.89  8.70
N  8.89  8.52  7.24
C  8.49  9.46  6.17
C  8.40  8.58  4.98
N  9.31  7.51  5.31
C  9.49  7.48  6.66
S  9.98  6.00  7.48
H  9.39  8.01  9.27
H  8.04  9.09  9.12
H  9.69  9.67  8.77
H  9.22  10.27  5.99
H  7.58  10.02  6.47
H  8.70  9.13  4.08
H  7.37  8.24  4.76
H  9.75  6.86  4.62